Entry one
# CH3NO3

2 unconnected molecules or ions with the total composition CH3NO3 (ωB97M-V/def2-TZVPD, OMol25).

```
8
Properties=species:S:1:pos:R:3
C 0.944 1.190 -1.007
N 0.545 0.078 -0.889
O 0.934 2.321 -1.284
O -1.259 -0.698 0.869
O 1.060 -1.036 -0.299
H -1.820 -0.088 0.500
H -0.846 -0.561 1.756
H 0.443 -1.208 0.354
```

As for the spin multiplicity: 1. The gap between HOMO and LUMO comes out at 10.245 eV.

Löwdin atomic charge list, values in e, 5 entries: -0.31 0.04 0.16 -0.02 0.01



Entry two
# CH3NO3

A molecular structure, CH3NO3 (ωB97M-V/def2-TZVPD, OMol25).

```
8
Properties=species:S:1:pos:R:3
C 0.414 -0.261 0.042
N -0.396 -0.396 -1.454
O -0.573 0.340 0.572
O 0.179 0.561 2.138
O 1.523 -0.621 0.204
H 0.685 1.344 1.852
H -0.803 -1.314 -1.619
H -1.029 0.348 -1.735
```

As for the spin multiplicity: 1. The gap between HOMO and LUMO (alpha / beta) comes out at 8.193 / 8.759 eV.

Löwdin atomic charge list, values in e, 5 entries: -0.56 0.10 0.10 0.01 0.17



Name the least stable of them. entry two.



Entry one
# CH3NO3

CH3NO3 in the gas phase (ωB97M-V/def2-TZVPD, OMol25).

```
8
Properties=species:S:1:pos:R:3
C -0.043 0.258 -0.520
N 0.113 -1.077 0.123
O -0.731 0.977 0.514
O 1.210 -1.389 0.615
O -0.194 2.036 0.984
H 0.953 0.674 -0.933
H -0.682 0.062 -1.306
H -0.627 -1.541 0.524
```

As for the spin multiplicity: 1. The gap between HOMO and LUMO (alpha / beta) comes out at 10.492 / 8.293 eV.

Löwdin atomic charge list, values in e, 5 entries: -0.10 -0.13 -0.13 -0.03 0.00



Entry two
# CH3NO3

CH3NO3 in the gas phase (ωB97M-V/def2-TZVPD, OMol25).

```
8
Properties=species:S:1:pos:R:3
C 1.722 0.466 0.340
N -1.908 -0.496 -0.105
O 2.674 0.315 -0.290
O 0.422 0.100 -0.365
O -0.743 -0.153 0.524
H 1.699 0.822 1.394
H -1.606 -1.274 -0.689
H -2.259 0.219 -0.810
```

As for the spin multiplicity: 1. The gap between HOMO and LUMO comes out at 11.333 eV.

Löwdin atomic charge list, values in e, 5 entries: -0.24 0.02 0.14 -0.07 -0.20



Entry three
# CH3NO3

CH3NO3 in the gas phase (ωB97M-V/def2-TZVPD, OMol25).

```
8
Properties=species:S:1:pos:R:3
C -0.419 0.246 -0.112
N 1.043 0.105 -0.141
O 1.666 1.076 -0.474
O 1.435 -1.018 0.110
O -1.149 -0.235 0.964
H -0.592 1.290 -0.193
H -0.627 -0.257 -1.189
H -1.356 -1.208 1.035
```

As for the spin multiplicity: 1. The gap between HOMO and LUMO comes out at 11.227 eV.

Löwdin atomic charge list, values in e, 5 entries: -0.20 -0.42 0.10 0.08 -0.01



Entry four
# CH3NO3

2 unconnected molecules or ions with the total composition CH3NO3 (ωB97M-V/def2-TZVPD, OMol25).

```
8
Properties=species:S:1:pos:R:3
C -2.146 1.354 0.398
N -2.869 0.555 -0.165
O -1.328 2.042 0.906
O 0.870 -0.277 0.172
O 2.195 -0.179 0.640
H 0.363 0.614 0.355
H -3.699 0.307 -0.598
H 2.853 -0.637 0.044
```

As for the spin multiplicity: 1. The gap between HOMO and LUMO comes out at 10.429 eV.

Löwdin atomic charge list, values in e, 5 entries: -0.37 0.22 0.12 -0.14 -0.12



Name the least stable of them. entry one.



Entry one
# C6H14N2O2

2 unconnected molecules or ions with the total composition C6H14N2O2 (ωB97M-V/def2-TZVPD, OMol25).

```
24
Properties=species:S:1:pos:R:3
C -1.865 -1.642 2.228
C 0.993 0.902 2.436
C -1.122 -0.371 1.894
O -1.587 0.549 1.241
N 0.169 -0.280 2.371
H -2.314 -2.020 1.318
H 0.549 -1.147 2.712
H 0.383 1.782 2.625
H -1.220 -2.370 2.706
H -2.627 -1.354 2.955
H 1.722 0.735 3.226
H 1.565 1.044 1.511
C -1.155 0.387 -2.774
C 2.112 -0.346 -0.974
C 1.185 0.130 -2.078
O 1.522 0.782 -3.054
N -0.156 0.040 -1.743
H -0.581 0.082 -0.832
H -0.690 0.327 -3.748
H 2.902 0.339 -0.692
H -1.960 -0.344 -2.757
H -1.536 1.378 -2.536
H 1.476 -0.415 -0.090
H 2.635 -1.257 -1.273
```

As for the spin multiplicity: 1. The gap between HOMO and LUMO comes out at 9.715 eV.

Löwdin atomic charge list, values in e, 5 entries: 0.01 -0.07 -0.54 0.03 -0.01



Entry two
# C6H14N2O2

2 unconnected molecules or ions with the total composition C6H14N2O2 (ωB97M-V/def2-TZVPD, OMol25).

```
24
Properties=species:S:1:pos:R:3
C 2.912 0.567 -0.896
C 1.227 0.103 2.450
C 2.226 -0.067 0.217
O 1.752 -1.192 0.197
N 1.775 0.764 1.269
H 2.723 1.648 -0.960
H 2.288 1.620 1.391
H 1.311 0.690 3.351
H 3.972 0.300 -0.907
H 2.792 0.294 -1.945
H 0.173 -0.043 2.208
H 1.701 -0.852 2.658
C -2.313 1.529 -0.668
C -1.891 -2.211 -0.799
C -2.329 0.144 -1.193
O -2.907 -0.093 -2.240
N -1.704 -0.803 -0.448
H -3.068 2.314 -0.765
H -1.297 -0.720 0.464
H -2.126 -2.397 -1.841
H -2.079 1.765 0.381
H -1.448 2.011 -1.166
H -0.984 -2.752 -0.556
H -2.708 -2.619 -0.202
```

As for the spin multiplicity: 1. The gap between HOMO and LUMO comes out at 9.965 eV.

Löwdin atomic charge list, values in e, 5 entries: -0.02 -0.08 -0.53 0.04 -0.01



Name the least stable of them. entry two.



Entry one
# C6H14N2O2

2 unconnected molecules or ions with the total composition C6H14N2O2 (ωB97M-V/def2-TZVPD, OMol25).

```
24
Properties=species:S:1:pos:R:3
C -3.225 -0.089 -0.750
C -0.891 1.785 1.539
C -1.942 0.734 1.225
O -2.711 0.258 2.021
N -2.053 0.416 -0.124
H -1.371 0.742 -0.807
H -3.848 -0.697 -0.062
H -1.452 2.719 1.410
H -3.861 0.643 -1.249
H -3.106 -0.833 -1.539
H -0.571 1.800 2.629
H -0.073 1.888 0.800
C 1.900 -0.948 -2.285
C 2.316 -0.718 1.457
C 1.929 -0.247 -0.965
O 1.323 0.760 -0.686
N 2.556 -0.988 0.050
H 2.470 -1.840 -2.353
H 2.544 -1.984 -0.146
H 3.216 -0.968 2.013
H 0.940 -1.279 -2.679
H 2.317 -0.259 -3.046
H 2.154 0.368 1.642
H 1.438 -1.264 1.903
```

As for the spin multiplicity: 1. The gap between HOMO and LUMO comes out at 9.905 eV.

Löwdin atomic charge list, values in e, 5 entries: -0.12 -0.01 -0.54 0.05 -0.01



Entry two
# C6H14N2O2

2 unconnected molecules or ions with the total composition C6H14N2O2 (ωB97M-V/def2-TZVPD, OMol25).

```
24
Properties=species:S:1:pos:R:3
C 0.053 -2.947 0.983
C 2.466 -0.418 -0.552
C 0.950 -1.772 0.926
O 1.400 -1.374 1.934
N 1.308 -1.345 -0.357
H -0.723 -2.881 1.671
H 0.865 -1.676 -1.158
H 2.149 0.746 -0.884
H -0.728 -2.994 0.210
H 0.526 -3.903 1.345
H 2.945 -0.016 0.394
H 3.192 -0.727 -1.183
C -0.088 2.687 -1.284
C -2.133 0.377 0.750
C -1.834 1.634 0.052
O -2.305 2.729 0.191
N -0.721 1.476 -0.796
H -0.553 0.614 -1.221
H -0.866 3.559 -1.438
H -1.853 -0.613 0.562
H 0.534 2.938 -0.408
H 0.413 2.795 -2.257
H -1.707 0.603 1.803
H -3.292 0.506 0.720
```

As for the spin multiplicity: 1. The gap between HOMO and LUMO comes out at 10.035 eV.

Löwdin atomic charge list, values in e, 5 entries: -0.03 -0.07 -0.60 0.10 0.03



Entry three
# C6H14N2O2

2 unconnected molecules or ions with the total composition C6H14N2O2 (ωB97M-V/def2-TZVPD, OMol25).

```
24
Properties=species:S:1:pos:R:3
C 0.436 2.155 -2.203
C 2.152 1.085 1.011
C 1.416 1.380 -1.364
O 2.106 0.504 -1.867
N 1.464 1.744 -0.065
H 0.481 3.202 -1.891
H 1.267 2.687 0.214
H 2.110 -0.005 1.022
H 0.731 2.110 -3.250
H -0.601 1.825 -2.196
H 3.227 1.319 0.971
H 1.888 1.323 2.043
C -0.660 -3.103 0.301
C -2.518 0.183 0.833
C -1.661 -1.013 1.134
O -1.362 -1.300 2.283
N -1.327 -1.828 0.105
H -1.788 -1.682 -0.782
H -0.117 -2.960 1.236
H -1.366 -3.917 0.455
H -1.972 1.100 1.039
H 0.043 -3.334 -0.492
H -2.884 0.307 -0.191
H -3.453 0.082 1.384
```

As for the spin multiplicity: 1. The gap between HOMO and LUMO comes out at 10.254 eV.

Löwdin atomic charge list, values in e, 5 entries: -0.01 -0.09 -0.56 0.05 0.00



Entry four
# C6H14N2O2

C6H14N2O2 in the gas phase (ωB97M-V/def2-TZVPD, OMol25).

```
24
Properties=species:S:1:pos:R:3
C 0.921 0.925 0.856
C 2.205 1.575 1.410
C 1.108 1.020 -0.700
C -0.101 0.313 -1.392
C -0.598 -1.039 -0.653
C -2.058 -1.338 -0.817
H -0.548 0.912 2.098
H -0.159 2.424 1.480
H 0.856 -0.165 1.142
H 1.270 2.007 -1.156
H 1.888 0.326 -1.020
H -1.061 0.830 -1.658
H 0.250 0.068 -2.364
H -0.306 -0.950 0.467
H -0.039 -1.889 -1.122
H -2.606 -0.474 -0.508
H -2.285 -1.334 -1.875
H -2.193 -3.424 -0.391
H -2.584 -2.308 0.817
H 3.240 -0.076 1.424
N -0.286 1.493 1.195
N -2.677 -2.481 -0.192
O 2.530 2.728 1.597
O 3.233 0.857 1.361
```

As for the spin multiplicity: 1. The gap between HOMO and LUMO comes out at 9.836 eV.

Löwdin atomic charge list, values in e, 5 entries: -0.39 -0.55 -0.12 -0.18 -0.20



Name the least stable of them. entry two.



Entry one
# C6H14N2O2

2 unconnected molecules or ions with the total composition C6H14N2O2 (ωB97M-V/def2-TZVPD, OMol25).

```
24
Properties=species:S:1:pos:R:3
C 2.374 -0.255 2.131
C -0.550 -2.569 1.717
C 1.059 -0.727 1.515
O 0.459 -0.209 0.607
N 0.541 -1.705 2.364
H 2.685 -0.209 3.248
H 0.824 -1.778 3.317
H -1.406 -2.563 2.336
H 3.239 -0.798 1.657
H 2.518 0.807 1.802
H -0.789 -2.155 0.768
H -0.257 -3.664 1.653
C -0.398 0.151 -3.254
C -1.282 2.538 -0.558
C -1.614 1.854 -1.855
O -2.359 2.300 -2.685
N -0.876 0.724 -2.048
H -0.307 0.301 -1.234
H -0.997 0.219 -4.102
H -1.785 3.466 -0.565
H 0.551 0.544 -3.651
H -0.130 -0.909 -3.105
H -1.330 1.822 0.225
H -0.169 2.817 -0.285
```

As for the spin multiplicity: 1. The gap between HOMO and LUMO comes out at 9.381 eV.

Löwdin atomic charge list, values in e, 5 entries: -0.03 -0.03 -0.54 0.05 0.02



Entry two
# C6H14N2O2

2 unconnected molecules or ions with the total composition C6H14N2O2 (ωB97M-V/def2-TZVPD, OMol25).

```
24
Properties=species:S:1:pos:R:3
C -3.097 -1.173 0.104
C 0.411 -1.795 1.258
C -1.594 -1.339 0.040
O -0.960 -1.415 -0.991
N -1.045 -1.741 1.235
H -3.553 -2.077 -0.283
H -1.550 -1.486 2.066
H 0.920 -0.930 0.849
H -3.469 -1.088 1.120
H -3.390 -0.312 -0.484
H 0.732 -1.921 2.294
H 0.744 -2.688 0.733
C 2.585 0.729 -1.838
C -0.030 2.202 0.433
C 1.332 2.035 -0.203
O 2.257 2.768 0.079
N 1.345 1.165 -1.255
H 0.591 0.493 -1.269
H 2.846 -0.266 -1.519
H 0.013 2.303 1.516
H 2.578 0.863 -2.906
H 3.464 1.271 -1.491
H -0.466 3.088 -0.020
H -0.665 1.315 0.533
```

As for the spin multiplicity: 1. The gap between HOMO and LUMO comes out at 10.088 eV.

Löwdin atomic charge list, values in e, 5 entries: 0.00 -0.08 -0.57 0.05 0.01



Entry three
# C6H14N2O2

C6H14N2O2 in the gas phase (ωB97M-V/def2-TZVPD, OMol25).

```
24
Properties=species:S:1:pos:R:3
C 1.727 -2.939 -1.234
C 2.132 -1.733 -0.222
C 1.599 -0.267 -0.623
C -0.048 -0.106 -0.986
C -1.433 1.719 -0.443
C -1.465 2.226 2.072
H 0.731 -3.154 -1.124
H 2.348 -2.991 -2.273
H 2.085 -3.875 -0.571
H 1.751 -1.973 0.828
H 3.340 -1.503 -0.304
H 2.115 0.248 0.378
H 2.179 0.034 -1.559
H -0.588 -0.499 -0.158
H -0.271 -0.485 -2.030
H -1.266 2.809 -0.580
H -2.337 1.491 -1.330
H -0.905 3.088 1.652
H -0.860 1.662 2.847
H -2.466 2.796 2.427
N -1.781 1.413 0.970
N -2.842 0.379 1.045
O -0.101 1.241 -0.863
O -3.645 0.417 2.081
```

As for the spin multiplicity: 1. The gap between HOMO and LUMO comes out at 9.535 eV.

Löwdin atomic charge list, values in e, 5 entries: -0.13 -0.29 -0.17 -0.23 -0.16



Name the least stable of them. entry three.